1.
A cluster of 2 separate species, C14H30Br2N5O2P2S in total at a distorted geometry. Source: OMol25; level of theory: ωB97M-V with the def2-TZVPD basis set.

Results
orbital gap: 6.91 eV
HOMO energy: -0.3768 Ha
LUMO level: -3.35 eV
charge: +1

Last columns: bonded neighbours and bond lengths (Å).
Positions of all 56 atoms, in Å:
1 C -0.330 -0.960 -0.665  C2 1.570, H18 1.097, H19 1.097, H20 1.097
2 C -0.430 -2.173 -1.656  C1 1.570, P3 1.841, H21 1.101, H22 1.102
3 P -2.119 -2.701 -2.164  C2 1.841, C4 1.874, N5 1.786
4 C -2.945 -1.114 -2.723  P3 1.874, H23 1.106, H24 1.100, H25 1.092
5 N -3.129 -3.218 -0.784  P3 1.786, C6 1.314, H26 1.015
6 C -2.742 -3.648 0.395  N5 1.314, N7 1.369, N15 1.353
7 N -1.442 -3.742 0.815  C6 1.369, C8 1.315
8 C -1.518 -4.174 2.055  N7 1.315, C9 1.481, N14 1.325
9 C -0.231 -4.311 2.773  C8 1.481, Br10 1.939, C11 1.320
10 Br 0.267 -2.758 3.822  C9 1.939
11 C 0.576 -5.355 2.724  C9 1.320, C12 1.525, Br13 1.913
12 C 1.895 -5.332 3.490  C11 1.525, H27 1.096, H28 1.099, H29 1.100
13 Br 0.044 -6.843 1.646  C11 1.913
14 N -2.755 -4.409 2.468  C8 1.325, N15 1.359, H30 1.013
15 N -3.535 -4.077 1.405  C6 1.353, N14 1.359, P16 1.761
16 P -5.284 -4.256 1.503  N15 1.761, S17 1.918, H31 1.418, H32 1.420
17 S -6.080 -3.110 2.820  P16 1.918
18 H -1.225 -0.973 -0.030  C1 1.097
19 H 0.584 -1.103 -0.075  C1 1.097
20 H -0.261 -0.044 -1.264  C1 1.097
21 H 0.048 -3.051 -1.193  C2 1.101
22 H 0.127 -1.992 -2.590  C2 1.102
23 H -3.403 -0.652 -1.828  C4 1.106
24 H -2.150 -0.418 -3.026  C4 1.100
25 H -3.683 -1.290 -3.508  C4 1.092
26 H -4.131 -3.183 -0.935  N5 1.015
27 H 1.713 -5.159 4.556  C12 1.096
28 H 2.442 -6.274 3.345  C12 1.099
29 H 2.534 -4.549 3.054  C12 1.100
30 H -3.027 -4.755 3.380  N14 1.013
31 H -5.765 -4.083 0.180  P16 1.418
32 H -5.484 -5.617 1.857  P16 1.420
33 C 2.173 5.594 -3.406  O34 1.416, H42 1.090, H43 1.095, H44 1.093
34 O 3.173 5.485 -2.409  C33 1.416, C35 1.425
35 C 2.976 6.364 -1.305  O34 1.425, C36 1.518, H45 1.093, H46 1.094
36 C 2.632 5.581 -0.052  C35 1.518, N37 1.460, H47 1.094, H48 1.097
37 N 1.297 4.997 -0.144  C36 1.460, C38 1.461, H49 1.012
38 C 0.994 4.038 0.916  N37 1.461, C39 1.529, H50 1.094, H51 1.094
39 C 1.822 2.754 0.967  C38 1.529, O40 1.420, H52 1.094, H53 1.095
40 O 1.605 1.880 -0.131  C39 1.420, C41 1.419
41 C 2.396 2.154 -1.277  O40 1.419, H54 1.092, H55 1.093, H56 1.092
42 H 2.484 4.989 -4.258  C33 1.090
43 H 1.210 5.215 -3.047  C33 1.095
44 H 2.060 6.629 -3.739  C33 1.093
45 H 2.220 7.125 -1.519  C35 1.093
46 H 3.927 6.879 -1.139  C35 1.094
47 H 2.671 6.250 0.812  C36 1.094
48 H 3.401 4.808 0.076  C36 1.097
49 H 1.207 4.526 -1.035  N37 1.012
50 H -0.054 3.753 0.790  C38 1.094
51 H 1.067 4.548 1.882  C38 1.094
52 H 1.497 2.199 1.852  C39 1.094
53 H 2.891 2.946 1.108  C39 1.095
54 H 3.369 2.576 -1.019  C41 1.092
55 H 1.867 2.823 -1.961  C41 1.093
56 H 2.557 1.213 -1.807  C41 1.092

2.
A cluster of 3 separate species, C7H16N4 in total at a distorted geometry. Source: OMol25; level of theory: ωB97M-V with the def2-TZVPD basis set.

Results
orbital gap: 4.70 eV
HOMO energy: -0.4465 Ha
LUMO level: -7.45 eV
charge: +2
energy relative to the best compared isomer or geometry (same formula, charge and spin): 4.850 eV

Last columns: bonded neighbours and bond lengths (Å).
Positions of all 27 atoms, in Å:
1 C 3.732 -1.438 0.226  C3 1.261, N8 1.406
2 C 3.644 -0.973 -2.108  C4 1.339, N10 1.331
3 C 4.192 -2.561 0.568  C1 1.261, H12 1.051, H13 1.061
4 C 2.330 -0.859 -2.341  C2 1.339, N11 1.332, H14 1.056
5 C 3.506 0.749 1.363  C6 1.432, N8 1.348, H15 1.110
6 C 2.591 1.700 1.917  C5 1.432, H16 1.078, H17 1.048, H18 1.075
7 C -10.998 0.890 1.883  N9 1.301, H19 1.061, H20 1.053
8 N 3.108 -0.506 1.074  C1 1.406, C5 1.348, H21 0.959
9 N -11.694 1.922 1.505  C7 1.301, H22 0.948, H23 1.023
10 N 4.710 -0.284 -2.507  C2 1.331, H24 0.995, H25 0.994
11 N 1.909 -0.866 -3.604  C4 1.332, H26 0.960, H27 1.031
12 H 4.355 -2.865 1.561  C3 1.051
13 H 4.531 -3.324 -0.087  C3 1.061
14 H 1.682 -1.240 -1.600  C4 1.056
15 H 4.550 0.934 1.034  C5 1.110
16 H 1.819 1.788 1.170  C6 1.078
17 H 2.891 2.674 2.163  C6 1.048
18 H 2.143 1.168 2.736  C6 1.075
19 H -11.558 0.034 2.164  C7 1.061
20 H -9.948 0.864 1.962  C7 1.053
21 H 2.197 -0.739 1.261  N8 0.959
22 H -12.619 2.098 1.386  N9 0.948
23 H -11.093 2.729 1.322  N9 1.023
24 H 5.575 -0.766 -2.405  N10 0.995
25 H 4.769 0.698 -2.366  N10 0.994
26 H 1.096 -1.249 -3.944  N11 0.960
27 H 2.580 -0.578 -4.332  N11 1.031

Which of these has the lowest LUMO level?
C7H16N4